Record 1
{"formula": "C16H29IMgO2Se2Si2Te3", "method": "wB97M-V/def2-TZVPD", "species": ["Mg", "Se", "Te", "Te", "Se", "C", "Si", "C", "C", "C", "Si", "C", "C", "C", "H", "H", "H", "H", "H", "H", "H", "H", "H", "H", "H", "H", "H", "H", "H", "H", "H", "H", "H", "I", "C", "C", "C", "C", "C", "C", "C", "O", "O", "H", "H", "H", "H", "C", "Te", "C", "H", "H", "H", "H", "H", "H"], "coordinates": [[0.4048, 0.1040, 0.5253], [1.9261, -2.1680, 0.4761], [-0.0694, -3.7043, 0.5048], [-1.0309, -1.7280, 2.0934], [-3.5287, -1.7180, 1.9785], [3.8052, 2.7380, 0.8799], [2.9373, 1.7391, 2.2226], [3.8682, 0.1170, 2.3570], [3.3118, 2.6376, 3.8556], [1.1323, 1.5154, 1.9857], [-0.0027, 2.9561, 1.8214], [-1.4400, 2.6159, 0.6499], [0.7934, 4.5518, 1.2062], [-0.8069, 3.3580, 3.4845], [4.8583, 2.8540, 1.1507], [3.3792, 3.7285, 0.7549], [3.7635, 2.2391, -0.0843], [4.9371, 0.2960, 2.4979], [3.7367, -0.5164, 1.4818], [3.5087, -0.4655, 3.2078], [4.3877, 2.6909, 4.0438], [2.8495, 2.1092, 4.6908], [2.9198, 3.6560, 3.8526], [0.7988, 0.9835, 2.8939], [-1.1011, 2.4724, -0.3750], [-2.1549, 3.4421, 0.6465], [-1.9938, 1.7205, 0.9603], [1.1827, 4.4379, 0.1960], [1.6126, 4.8709, 1.8502], [0.0418, 5.3442, 1.1885], [-1.4166, 2.5162, 3.8156], [-1.4544, 4.2346, 3.4164], [-0.0545, 3.5459, 4.2516], [7.0684, 0.4238, -3.6711], [5.0846, 0.7915, -3.1378], [4.3382, -0.2206, -2.5604], [3.0198, 0.0337, -2.2035], [2.4661, 1.2830, -2.4189], [3.2279, 2.2826, -3.0129], [4.5424, 2.0476, -3.3740], [1.0478, 1.5990, -1.9986], [0.5529, 2.6743, -2.3227], [0.4564, 0.6812, -1.3296], [4.7661, -1.1968, -2.3822], [2.4288, -0.7565, -1.7583], [2.7681, 3.2491, -3.1662], [5.1429, 2.8278, -3.8194], [-2.6184, -2.9141, -3.0959], [-1.1857, -1.4213, -2.5870], [-2.6838, -0.1640, -1.7595], [-3.2033, -2.6268, -3.9649], [-3.2623, -3.0679, -2.2341], [-2.0845, -3.8385, -3.3001], [-3.2787, -0.7609, -1.0724], [-3.2936, 0.2789, -2.5435], [-2.1848, 0.6270, -1.2101]], "charge": -2, "orbital_gap_ev": 4.67, "lumo_ha": 0.124, "total_energy_ev": -203038.3117, "e_above_lowest_kj_mol": 59.3, "homo_energy_ev": -1.31, "spin_multiplicity": 1}

Record 2
{"formula": "C16H29N3O4RhS5", "method": "wB97M-V/def2-TZVPD", "species": ["Rh", "C", "C", "S", "C", "C", "S", "C", "C", "S", "C", "C", "S", "H", "H", "H", "H", "H", "H", "H", "H", "H", "H", "H", "H", "H", "H", "H", "H", "C", "C", "S", "O", "O", "C", "C", "N", "C", "N", "C", "C", "N", "O", "O", "C", "H", "H", "H", "H", "H", "H", "H", "H", "H", "H", "H", "H", "H"], "coordinates": [[1.3345, 0.3881, 1.8316], [3.9074, 0.0208, 3.5410], [4.5899, -0.1199, 2.1836], [3.3874, -0.2517, 0.7867], [3.7228, 1.2409, -0.2283], [3.0795, 2.5260, 0.2658], [1.2960, 2.2325, 0.5591], [0.8363, 3.5135, 1.7778], [-0.4070, 3.0635, 2.5305], [-0.4037, 1.3319, 3.1291], [0.3879, 1.2768, 4.7698], [1.8354, 1.7379, 4.8705], [2.8150, 1.4607, 3.3547], [4.6437, 0.2233, 4.3204], [3.3343, -0.8656, 3.8175], [5.1919, -1.0275, 2.1475], [5.2401, 0.7299, 1.9756], [3.3745, 0.9802, -1.2273], [4.8054, 1.3586, -0.2980], [3.1440, 3.3016, -0.5016], [3.5225, 2.9022, 1.1858], [0.6219, 4.4224, 1.2096], [1.6928, 3.7047, 2.4217], [-1.2897, 3.1027, 1.8903], [-0.6001, 3.7211, 3.3799], [0.2808, 0.2245, 5.0443], [-0.2517, 1.8418, 5.4514], [2.3454, 1.2412, 5.6974], [1.9064, 2.8111, 5.0468], [-4.5607, -1.7087, -6.4880], [-4.0832, -1.0207, -5.2122], [-2.8746, -2.0388, -4.3949], [-1.5593, -1.7454, -4.9152], [-3.3380, -3.3922, -4.3122], [-2.8099, -1.4300, -2.6862], [-1.7248, -2.2784, -2.0390], [-1.2648, -1.7582, -0.7267], [-0.1810, -0.9928, -0.5595], [0.0232, -0.7699, 0.7574], [-0.9938, -1.4176, 1.4375], [-1.7711, -2.0267, 0.5232], [-2.9688, -2.8062, 0.8013], [-3.7082, -3.0229, -0.1294], [-3.0871, -3.1673, 1.9467], [0.6874, -0.5589, -1.6815], [-5.2678, -1.0540, -6.9937], [-5.0540, -2.6504, -6.2607], [-3.7311, -1.9011, -7.1665], [-4.8987, -0.8680, -4.5024], [-3.5845, -0.0731, -5.4149], [-3.7738, -1.5884, -2.2070], [-2.5609, -0.3676, -2.7246], [-0.8482, -2.3217, -2.6803], [-2.0830, -3.2935, -1.8921], [-1.0871, -1.4687, 2.5087], [0.9761, -1.4122, -2.2963], [1.5980, -0.1170, -1.2901], [0.1859, 0.1571, -2.3347]], "charge": 3, "orbital_gap_ev": 4.32, "lumo_ha": -0.453, "total_energy_ev": -86877.7843, "e_above_lowest_kj_mol": 12.7, "homo_energy_ev": -16.66, "spin_multiplicity": 1}

Record 3
{"formula": "C16H29N5O2", "method": "wB97M-V/def2-TZVPD", "species": ["C", "C", "C", "C", "N", "N", "C", "C", "C", "C", "N", "C", "C", "C", "H", "H", "H", "H", "H", "H", "H", "H", "H", "H", "H", "H", "H", "H", "H", "H", "H", "H", "H", "C", "N", "C", "O", "C", "N", "C", "C", "O", "H", "H", "H", "H", "H", "H", "H", "H", "H", "H"], "coordinates": [[1.8225, -0.0468, 1.6162], [0.4240, -0.0183, 1.0666], [-0.4145, -1.1286, 1.1208], [-1.7015, -1.0213, 0.6163], [-2.5644, -2.0652, 0.6167], [-2.1973, 0.0698, 0.0633], [-1.4086, 1.1521, -0.0012], [-1.9572, 2.3932, -0.6458], [-2.5461, 3.3588, 0.3919], [-3.1167, 4.5949, -0.3117], [-3.7633, 5.5376, 0.6257], [-2.8933, 6.1578, 1.6453], [-4.6690, 6.4967, -0.0350], [-0.0971, 1.1384, 0.4922], [2.1163, -1.0654, 1.8855], [1.8841, 0.5789, 2.5120], [2.5296, 0.3356, 0.8728], [-0.0892, -2.0594, 1.5662], [-2.1489, -2.9824, 0.5280], [-3.3890, -1.8633, 0.0598], [-1.1603, 2.8900, -1.2070], [-2.7351, 2.1048, -1.3594], [-3.3433, 2.8612, 0.9543], [-1.7626, 3.6500, 1.0965], [-2.3176, 5.1106, -0.8556], [-3.8542, 4.2575, -1.0482], [-3.4765, 6.8187, 2.2943], [-2.4264, 5.4007, 2.2815], [-2.1051, 6.7484, 1.1674], [-5.2174, 7.0832, 0.7093], [-5.4007, 5.9700, -0.6566], [-4.1013, 7.1834, -0.6711], [0.5095, 2.0344, 0.4247], [1.8429, -6.9434, -1.9979], [2.0949, -5.9229, -0.9819], [2.4300, -4.6588, -1.2673], [2.5741, -4.2642, -2.4195], [2.6301, -3.7213, -0.0684], [3.1832, -2.4014, -0.3980], [4.4483, -2.1002, -0.6839], [5.5008, -3.1915, -0.7166], [4.7706, -0.9408, -0.8907], [2.7234, -7.0547, -2.6346], [1.6129, -7.9007, -1.5280], [1.0015, -6.6372, -2.6233], [2.0101, -6.1888, -0.0138], [1.6581, -3.5807, 0.4036], [3.2783, -4.2156, 0.6543], [2.5421, -1.6254, -0.4599], [5.2666, -3.8908, -1.5175], [5.5334, -3.7041, 0.2415], [6.4692, -2.7336, -0.9139]], "charge": 0, "orbital_gap_ev": 8.36, "lumo_ha": 0.011, "total_energy_ev": -28609.0431, "homo_energy_ev": -8.06, "smiles": "Cc1cc(N)nc(CCCN(C)C)c1.CNC(=O)CNC(C)=O", "spin_multiplicity": 1}

Q: What is the formula in the second record?
A: C16H29N3O4RhS5